Record 1
Molecular formula: C38H100Li4N6O17
Method: DFT, wB97M-V/def2-TZVPD

Last column: Mulliken charge in e.
CARTESIAN COORDINATES (ANGSTROEM)
Li 3.9091 0.5485 1.4899  0.7834
Li 2.6961 -2.3427 0.0064  0.8455
Li 0.8419 -4.4390 0.0217  0.6673
Li 2.2790 -1.9185 3.2421  0.8268
O 0.7084 -2.4659 -0.7554  -0.8869
C 0.5465 -1.0730 -0.5120  -0.4909
C 1.0176 -0.4166 0.8786  1.9005
O 2.2455 -0.7004 1.5225  -1.4366
H -0.4357 -0.6682 -0.7557  -0.0957
H 1.0636 -0.5347 -1.3063  0.1573
H 0.2816 -0.6231 1.6557  -0.5718
H 0.8987 0.6668 0.8663  -0.3530
C 2.9832 0.5684 -4.2587  -0.2343
O 2.1400 -0.4532 -4.8123  -0.2002
C 1.6705 -0.3018 -6.1099  -0.6452
C 0.6790 -1.4211 -6.3876  -0.6007
N -0.5637 -1.3441 -5.5823  -0.3328
C -1.2015 -2.6487 -5.6519  -0.1952
C -2.6923 -2.5978 -5.3462  -1.0055
O -2.9415 -2.8499 -3.9966  -0.3249
C -3.4386 -1.7926 -3.1790  -1.3004
H 3.0426 0.5017 -3.1724  0.1261
H 2.5070 1.5280 -4.4603  -0.3065
H 3.9926 0.6326 -4.6650  0.5018
H 2.4489 -0.4052 -6.8659  0.3701
H 1.1620 0.6615 -6.1509  0.2454
H 1.2970 -2.2426 -6.0251  0.2704
H 0.4795 -1.6263 -7.4394  0.5137
H -0.2423 -1.0907 -4.6589  0.2152
H -0.6548 -3.2870 -4.9578  0.0373
H -1.1245 -3.2136 -6.5809  0.5035
H -3.1225 -3.5133 -5.7524  0.4048
H -3.2965 -1.8008 -5.7797  0.4694
H -2.8594 -0.8729 -3.0969  0.4348
H -3.7073 -2.0940 -2.1665  0.3435
H -4.3721 -1.3845 -3.5666  0.5262
C 6.2944 2.4657 5.9143  -0.7658
O 5.2007 3.2430 5.4330  -0.3689
C 5.4298 3.5972 4.1166  -0.7006
C 5.2294 2.4383 3.1670  -0.6976
N 3.9469 1.8423 3.3948  -0.2492
C 2.7999 2.6224 2.8342  0.4707
C 2.9617 3.1020 1.3502  -0.3406
O 3.7178 2.2129 0.5342  -0.4006
C 3.5740 2.3271 -0.8670  -0.1034
H 7.2483 2.9930 5.9330  0.3533
H 6.4510 1.4622 5.5188  0.3018
H 6.0709 2.3729 6.9771  0.2973
H 6.4380 3.9452 3.8920  0.3951
H 4.7681 4.4246 3.8602  0.3984
H 5.8903 1.6448 3.5157  0.3917
H 5.4289 2.6099 2.1092  0.3646
H 3.8772 1.8145 4.4020  0.4280
H 2.4135 3.4721 3.3972  0.6510
H 1.9713 1.9151 2.8685  -1.1713
H 3.4496 4.0692 1.4711  0.4959
H 1.9691 3.1383 0.9013  0.2517
H 2.7622 1.6340 -1.0873  -0.3660
H 4.4184 1.9781 -1.4614  0.4552
H 3.2840 3.3237 -1.1999  0.2385
C -0.4189 1.0067 3.9998  -0.4695
O -1.2636 0.0569 4.5890  -0.4206
C -2.2874 0.6117 5.3872  -0.1873
C -3.3598 -0.3714 5.8164  -1.1288
N -4.0353 -0.9482 4.6524  -0.0671
C -5.1471 -1.8901 5.0565  -0.8131
C -5.7626 -2.5775 3.8085  -0.4966
O -4.9707 -3.7618 3.4518  -0.3259
C -5.2338 -4.2750 2.2143  -0.4417
H 0.5360 0.5791 3.6940  -0.0985
H -0.1527 1.8525 4.6338  0.4247
H -0.9075 1.3478 3.0871  0.1352
H -2.7395 1.4766 4.9017  -0.1300
H -1.7089 1.0227 6.2146  0.5726
H -3.9925 0.0703 6.5863  0.5925
H -2.8559 -1.1453 6.3955  0.3846
H -3.3862 -1.6129 4.2564  -0.1060
H -5.9053 -1.3748 5.6462  0.5522
H -4.7338 -2.6853 5.6770  0.3910
H -5.7642 -1.9828 2.8950  0.2733
H -6.7598 -2.8883 4.1200  0.3780
H -4.7494 -5.2475 2.3024  0.2181
H -4.6821 -3.6997 1.4708  -0.0167
H -6.2705 -4.3706 1.8913  0.4161
C -1.8618 5.2982 5.1538  -0.9076
O -2.0773 4.2753 4.1046  -0.2334
C -3.4436 4.0251 4.0100  -0.9232
C -3.7238 3.1625 2.7674  0.0467
N -3.2224 3.7858 1.5563  -0.2664
C -3.5395 3.1191 0.2710  -1.4483
C -2.9791 1.6797 0.1268  0.2164
O -3.9783 0.7050 0.4637  -0.5241
C -3.5608 -0.6646 0.5287  0.1955
H -0.8427 5.1748 5.5203  0.2519
H -2.4766 5.1682 6.0444  0.3562
H -1.9984 6.3188 4.7962  0.3296
H -4.0133 4.9501 3.9209  0.5655
H -3.8943 3.4946 4.8488  0.4224
H -4.8028 3.0104 2.7406  0.3701
H -3.1976 2.2130 2.8660  -0.0948
H -2.2261 3.9323 1.6348  0.2503
H -3.0925 3.6536 -0.5672  0.3920
H -4.5990 3.2973 0.0873  0.3783
H -1.9551 1.5358 0.4713  0.0471
H -2.8468 1.4771 -0.9360  0.5802
H -2.9055 -0.7471 -0.3385  -0.1697
H -4.3236 -1.4400 0.4586  0.2556
H -2.9680 -0.9095 1.4100  -0.0532
C 0.3818 2.9726 -1.9581  -0.1284
O 0.7137 4.2319 -2.5457  -0.3509
C 0.5429 4.3560 -3.9819  0.0475
C 1.0447 5.7401 -4.4986  -0.9103
N 2.5169 5.8210 -4.6473  0.1003
C 3.2353 5.8820 -3.3935  0.1253
C 4.7589 6.1560 -3.6586  -0.7505
O 5.3750 5.1061 -4.4277  -0.3654
C 5.6333 3.8813 -3.7466  -0.3160
H 0.8719 2.1964 -2.5458  -0.0506
H -0.6951 2.8040 -1.9607  0.5227
H 0.7242 2.7558 -0.9463  -0.1924
H -0.5285 4.3394 -4.1819  0.5023
H 1.1497 3.5460 -4.3866  -0.1193
H 0.7381 6.5100 -3.7906  0.3880
H 0.4720 5.9090 -5.4105  0.4399
H 2.8408 5.0348 -5.1924  0.3632
H 3.1440 4.9108 -2.9072  -0.0757
H 2.8380 6.6854 -2.7731  0.4465
H 5.2960 6.4466 -2.7558  0.4409
H 4.8921 6.9720 -4.3690  0.3402
H 6.0221 4.0859 -2.7491  0.3338
H 6.3995 3.2889 -4.2468  0.4006
H 4.8740 3.1025 -3.6754  -0.1640
C -1.7163 -6.6897 -3.5837  -0.2619
O -0.5088 -7.2579 -3.8432  -0.4381
C 0.6314 -6.5544 -3.2946  -0.2673
C 0.7222 -6.8042 -1.7646  -0.7465
N -0.1639 -6.0164 -0.9302  0.8181
C -0.4262 -6.7919 0.3101  -0.9820
C -1.2781 -5.9929 1.3423  -0.6493
O -0.6288 -4.7841 1.5683  -0.3127
C -1.6082 -3.7161 1.7784  0.1219
H -2.4347 -7.2555 -4.1769  0.3440
H -1.7279 -5.6463 -3.8988  -0.0437
H -1.9279 -6.7326 -2.5153  0.3934
H 0.5614 -5.4865 -3.5017  0.0229
H 1.5336 -6.8325 -3.8393  0.4010
H 1.7835 -6.6330 -1.5849  0.3068
H 0.5700 -7.8701 -1.5948  0.2811
H -0.9851 -5.7585 -1.4585  -0.5138
H 0.4683 -7.0653 0.8697  0.3280
H -0.9041 -7.7437 0.0782  0.4828
H -1.4954 -6.4785 2.2937  0.5203
H -2.2678 -5.8583 0.9059  0.3544
H -2.3479 -3.5402 0.9973  0.2271
H -1.0527 -2.7855 1.8951  -0.6140
H -2.1183 -3.8286 2.7351  0.5603
O 2.0258 -2.9568 -3.2179  -0.5775
H 1.4907 -2.6446 -2.4881  0.3914
H 2.0660 -2.2145 -3.8208  0.3516
O -1.6304 -3.5520 -1.5640  -0.3047
H -0.7871 -3.2027 -1.2757  0.1527
H -1.8735 -3.0058 -2.3115  0.2039
O 0.3523 -2.1145 4.2375  -0.4234
H -0.0145 -2.8440 4.7369  0.2593
H -0.3015 -1.4194 4.3126  0.4208

The value obtained for the HOMO-LUMO gap (alpha / beta) is 5.575 / 2.444 eV. Its spin multiplicity is 2. Its expectation value of S² is 0.75. As for the total charge: +3. As for the LUMO energy (alpha / beta): -8.0 / -11.1 eV.

=====

Record 2
Molecular formula: C36H39BaGeN4O6P
Method: DFT, wB97M-V/def2-TZVPD

Last column: Mulliken charge in e.
CARTESIAN COORDINATES (ANGSTROEM)
Ba 0.6553 -0.6386 1.0570  2.0292
C 4.9099 -3.6006 2.5309  -1.0589
P 5.0239 -2.7808 0.9113  1.0078
C 6.7569 -2.2529 0.7871  -1.2553
C 4.8321 -4.1158 -0.3028  -1.1760
O 4.0567 -1.6747 0.7303  -0.6044
H 5.5136 -4.5075 2.5583  0.4649
H 3.8629 -3.8457 2.7133  0.2123
H 5.2532 -2.9081 3.2998  0.2899
H 7.4411 -3.0751 0.9977  0.3747
H 6.9181 -1.4446 1.5003  0.3367
H 6.9387 -1.8710 -0.2173  0.3568
H 5.5260 -4.9335 -0.1101  0.3744
H 5.0077 -3.7103 -1.2990  0.3501
H 3.8060 -4.4797 -0.2487  0.3272
O -1.3693 -0.8266 2.1153  -0.9688
C -1.9146 -0.9258 0.9918  0.9193
O -1.2894 -1.0522 -0.1012  -0.9144
C -3.4276 -0.7794 0.8965  -0.6501
C -3.7073 0.4702 0.0473  -1.3573
Ge -3.3173 0.2430 -1.8993  1.5976
C -4.9367 0.9704 -2.8017  0.1500
C -6.1827 0.7044 -2.2327  -0.6830
C -7.3603 1.1121 -2.8421  -0.7567
C -7.3127 1.8011 -4.0456  -0.4364
C -6.0844 2.0629 -4.6345  -0.6632
C -4.9114 1.6466 -4.0199  -0.1616
C -3.2510 -1.5973 -2.6010  0.3615
C -4.2338 -2.5194 -2.2529  -0.3378
C -4.1788 -3.8261 -2.7162  -0.8286
C -3.1427 -4.2252 -3.5477  -0.4604
C -2.1805 -3.3046 -3.9362  -0.8288
C -2.2384 -1.9996 -3.4679  -0.1273
C -1.7814 1.3499 -2.4421  0.1012
C -1.9977 2.7119 -2.6479  -0.3313
C -0.9552 3.5550 -3.0072  -0.8498
C 0.3249 3.0430 -3.1645  -0.4072
C 0.5583 1.6931 -2.9497  -0.9435
C -0.4876 0.8557 -2.5867  -0.1109
H -3.8270 -0.6849 1.9057  0.4490
H -3.8446 -1.6738 0.4286  0.2011
H -3.0768 1.2833 0.4175  0.5299
H -4.7438 0.7933 0.1412  0.6112
H -6.2382 0.1664 -1.2916  0.2007
H -8.3137 0.8929 -2.3770  0.3938
H -8.2280 2.1280 -4.5227  0.3760
H -6.0414 2.5920 -5.5790  0.3973
H -3.9588 1.8518 -4.4970  0.3720
H -5.0599 -2.2154 -1.6186  0.3162
H -4.9464 -4.5344 -2.4291  0.3954
H -3.0934 -5.2473 -3.9020  0.3800
H -1.3838 -3.6024 -4.6076  0.4042
H -1.4971 -1.2796 -3.7920  0.4353
H -2.9974 3.1134 -2.5226  0.4824
H -1.1425 4.6098 -3.1682  0.4185
H 1.1413 3.6971 -3.4450  0.4052
H 1.5589 1.2918 -3.0636  0.4328
H -0.2891 -0.1939 -2.4009  0.4399
C 3.3263 -1.0505 6.2747  -1.0068
N 2.4840 -1.3011 5.1304  0.1528
C 1.3598 -2.2140 5.1831  -0.5610
C 1.0661 -2.4216 3.6864  0.4462
O 0.2143 -3.1389 3.2152  -0.6747
N 1.9439 -1.6512 2.9767  -0.3759
C 2.7710 -1.0532 3.8296  0.1930
N 3.8175 -0.3321 3.4336  -0.0408
H 2.7161 -0.7357 7.1206  0.3342
H 4.0423 -0.2620 6.0561  0.3086
H 3.8824 -1.9487 6.5615  0.3165
H 0.4907 -1.7688 5.6728  0.3057
H 1.6087 -3.1519 5.6835  0.3373
H 3.8709 -0.1091 2.4417  -0.0939
H 4.2041 0.3681 4.0424  0.2618
O 4.0743 1.9304 1.6059  -0.7768
C 2.9324 2.2968 1.3748  0.0374
N 1.8231 1.4902 1.3612  -0.4804
C 0.7207 2.2356 1.0984  0.8162
O -0.4125 1.7705 0.9975  -0.8823
C 1.1177 3.6755 0.9424  0.3249
C 0.3870 4.8163 0.6934  -0.2492
C 1.0943 6.0101 0.5617  -0.5984
C 2.4781 6.0454 0.6818  -0.4864
C 3.2040 4.8873 0.9564  -0.3962
C 2.4982 3.7105 1.0818  0.0100
H -0.6906 4.7768 0.6018  0.4881
H 0.5551 6.9269 0.3571  0.4130
H 2.9975 6.9882 0.5650  0.4036
H 4.2801 4.8978 1.0748  0.4909

The value obtained for the HOMO-LUMO gap is 8.670 eV. As for the LUMO energy: 0.1 eV.

=====

Record 3
Molecular formula: C4H6N2O
Method: DFT, wB97M-V/def2-TZVPD

Last column: Mulliken charge in e.
CARTESIAN COORDINATES (ANGSTROEM)
N 1.3789 -1.1922 -1.5889  -0.6191
C 0.6184 -0.5913 -0.7807  0.5195
O 0.2983 0.6779 -1.0560  -0.3447
C -0.8597 1.1686 -0.3859  -0.4959
C -0.6473 1.0765 1.1042  -0.2626
C -0.4644 -0.3769 1.5019  -0.4435
N 0.0631 -1.0637 0.4835  -0.0188
H 1.6641 -2.1331 -1.3430  0.2182
H 0.1873 -2.0612 0.6133  0.2166
H -1.7204 0.5432 -0.6535  0.3234
H -1.0163 2.1740 -0.7711  0.2960
H 0.2427 1.6510 1.4051  0.2769
H -1.4999 1.5115 1.6375  0.3339

The value obtained for the HOMO-LUMO gap is 9.304 eV. As for the LUMO energy: 0.7 eV.